Record 1
A cluster of 13 separate species, C34H100N14O16 in total in a non-equilibrium geometry. Source: OMol25; level of theory: wB97M-V/def2-TZVPD.

Positions of all 164 atoms, in Å:
C 2.85 2.54 2.36
C 4.32 2.67 2.33
C 4.88 3.10 0.96
O 4.78 2.03 0.17
C 5.42 2.15 -1.11
N 4.78 3.58 3.35
H 2.20 3.35 2.02
H 2.66 2.05 3.31
H 2.59 1.78 1.62
H 4.64 1.65 2.57
H 5.89 3.53 0.91
H 4.27 3.95 0.64
H 5.04 2.99 -1.69
H 5.31 1.19 -1.61
H 6.49 2.29 -0.92
H 5.78 3.72 3.23
H 4.50 4.51 3.06
C -0.88 0.37 -1.17
C -1.62 -0.49 -0.18
C -1.62 -0.07 1.32
O -0.32 0.18 1.87
C -0.18 -0.01 3.29
N -2.98 -0.76 -0.65
H -0.22 1.02 -0.61
H -1.65 0.89 -1.73
H -0.18 -0.24 -1.75
H -1.04 -1.42 -0.12
H -2.06 -0.92 1.83
H -2.27 0.78 1.57
H 0.65 0.61 3.63
H -0.04 -1.07 3.51
H -1.09 0.34 3.78
H -3.54 -0.06 -0.16
H -3.23 -0.52 -1.60
C 2.27 -0.24 -6.97
C 1.51 -0.26 -5.70
C 2.45 -0.29 -4.42
O 1.76 -0.87 -3.33
C 2.39 -0.57 -2.05
N 0.41 0.72 -5.63
H 2.37 -1.27 -7.31
H 3.20 0.34 -6.96
H 1.73 0.26 -7.78
H 1.04 -1.24 -5.75
H 2.77 0.75 -4.31
H 3.32 -0.90 -4.65
H 1.94 -1.11 -1.21
H 2.29 0.47 -1.78
H 3.43 -0.90 -1.99
H 0.78 1.56 -6.06
H 0.49 1.09 -4.69
C -2.14 -3.96 -4.85
C -0.84 -3.51 -4.13
C 0.38 -4.13 -4.82
O 1.57 -3.78 -4.10
C 2.76 -3.95 -4.77
N -0.82 -2.05 -4.09
H -2.29 -3.62 -5.88
H -3.10 -3.71 -4.40
H -2.01 -5.02 -5.04
H -0.82 -3.84 -3.08
H 0.36 -3.67 -5.80
H 0.27 -5.22 -4.84
H 2.66 -3.39 -5.71
H 2.75 -4.99 -5.09
H 3.58 -3.61 -4.15
H -0.06 -1.68 -3.54
H -0.69 -1.64 -5.01
C 7.72 -1.32 5.59
C 6.65 -2.30 5.02
C 5.26 -1.66 5.25
O 4.24 -2.62 4.90
C 2.89 -2.16 5.01
N 7.00 -2.46 3.65
H 7.53 -1.14 6.65
H 7.74 -0.40 5.01
H 8.77 -1.61 5.49
H 6.68 -3.28 5.49
H 5.10 -0.79 4.61
H 5.17 -1.34 6.29
H 2.20 -2.98 4.84
H 2.65 -1.40 4.26
H 2.60 -1.69 5.95
H 6.27 -1.97 3.14
H 7.02 -3.46 3.48
C -5.62 3.79 -0.15
C -5.07 3.32 -1.48
C -3.59 3.33 -1.51
O -2.99 4.68 -1.66
C -1.62 4.51 -1.97
N -5.58 1.99 -1.74
H -5.71 2.99 0.59
H -6.52 4.38 -0.31
H -4.92 4.45 0.36
H -5.45 4.03 -2.22
H -3.44 2.71 -2.39
H -3.14 2.84 -0.65
H -1.38 3.79 -2.75
H -0.95 4.40 -1.11
H -1.29 5.48 -2.36
H -5.45 1.63 -2.67
H -6.59 1.91 -1.65
C 1.71 3.26 -2.48
O 1.06 2.27 -2.78
N 1.56 3.81 -1.33
N 2.46 3.94 -3.36
H 0.87 3.52 -0.65
H 2.16 4.54 -0.99
H 2.98 4.76 -3.10
H 2.31 3.76 -4.34
C -3.83 -0.18 -4.06
O -4.72 0.62 -4.02
N -3.91 -1.35 -3.59
N -2.59 0.16 -4.39
H -4.82 -1.66 -3.30
H -3.08 -1.93 -3.62
H -2.33 1.08 -4.69
H -1.92 -0.58 -4.50
C -2.50 -0.72 6.19
O -2.31 0.39 6.47
N -3.64 -1.30 6.13
N -1.43 -1.57 6.13
H -3.58 -2.23 5.74
H -4.52 -0.82 6.22
H -1.48 -2.55 5.92
H -0.57 -1.06 6.26
C -3.86 -4.22 -0.01
O -4.31 -5.32 0.31
N -4.19 -3.02 0.49
N -2.79 -4.12 -0.77
H -3.83 -2.14 0.13
H -4.62 -3.05 1.39
H -2.37 -5.02 -0.97
H -2.32 -3.25 -0.97
C 0.97 -4.92 1.96
C 1.86 -3.94 1.24
O 1.77 -2.47 1.58
O -0.39 -4.84 1.62
H 1.24 -4.62 2.98
H 1.27 -5.94 1.75
H 1.67 -4.08 0.18
H 2.89 -4.23 1.42
H 1.11 -2.04 1.02
H -0.43 -5.42 0.86
C -0.82 3.34 1.72
C -1.63 3.43 3.02
O -0.89 4.04 4.01
O -0.11 4.51 1.38
H -1.48 3.11 0.87
H -0.10 2.53 1.82
H -1.97 2.44 3.33
H -2.56 3.99 2.85
H -0.98 4.98 3.86
H 0.54 4.63 2.07
C -5.96 0.30 2.28
C -5.10 1.13 3.31
O -4.93 2.55 3.04
O -7.36 0.43 2.50
H -5.77 -0.78 2.30
H -5.75 0.56 1.24
H -4.05 0.86 3.25
H -5.26 1.00 4.38
H -5.70 2.99 3.41
H -7.72 1.27 2.19

Lowest unoccupied orbital energy (eV): 0.140
Total energy (eV): -90496.1786
Frontier orbital gap (eV): 8.83
HOMO (eV): -8.69
Net charge: 0

Mulliken atomic charge list, values in e, 2 entries:
1 C -1.1084
2 C 0.9194


Record 2
An isolated molecule of C21H24FN5O2 in a non-equilibrium geometry. Source: OMol25; level of theory: wB97M-V/def2-TZVPD.

Positions of all 53 atoms, in Å:
C 3.23 3.88 0.90
H 2.67 3.64 -0.15
O 2.64 3.11 1.87
C 2.76 1.83 1.91
C 2.34 1.29 2.94
C 2.16 -0.11 3.23
C 2.63 -0.84 2.30
C 3.28 -0.44 0.97
C 3.37 0.93 0.92
H 3.75 1.49 0.05
H 3.55 -1.16 0.31
C 2.57 -2.64 2.21
N 1.26 -2.75 2.41
C -0.06 -2.98 1.78
N -0.89 -3.34 2.43
N -0.48 -3.43 3.87
N 0.78 -3.06 3.76
C -0.04 -2.54 0.39
N 0.39 -1.35 -0.03
C -0.40 -0.22 0.79
C -1.53 0.06 -0.13
H -2.34 -0.82 0.12
H -2.20 0.85 0.46
C -1.37 0.46 -1.38
C -2.54 0.49 -2.46
C -3.17 -0.09 -3.36
C -4.23 0.36 -3.96
C -5.12 1.17 -3.62
C -4.55 2.20 -2.47
C -3.41 1.92 -1.96
F -2.96 2.59 -1.05
H -4.99 3.01 -2.38
H -6.02 1.52 -4.08
H -4.58 -0.37 -4.72
H -2.51 -0.92 -3.59
O -0.59 1.44 -1.62
H -0.79 2.26 -1.32
C -0.65 -0.63 -1.96
H -1.12 -1.65 -2.14
C 0.73 -1.07 -1.14
H 1.23 -1.62 -1.67
H 1.30 -0.07 -1.03
H -0.12 -0.43 -3.09
H -0.49 -0.37 1.74
H 0.38 0.57 0.73
H 0.52 -3.21 -0.36
H -1.12 -2.62 -0.05
H 3.06 -2.71 2.93
H 2.76 -3.05 1.16
H 1.69 -0.74 4.15
H 1.79 1.75 3.82
H 3.18 4.84 1.04
H 4.27 3.58 0.55

Lowest unoccupied orbital energy (eV): 0.504
Total energy (eV): -36405.8223
Frontier orbital gap (eV): 7.87
SMILES: COc1ccc(Cn2nnnc2CN2CCC(O)(c3ccccc3F)CC2)cc1
HOMO (eV): -7.37
Net charge: 0

Mulliken atomic charge list, values in e, 2 entries:
1 C -0.7758
2 H 0.2145


Record 3
A structure of composition C16H32Br2IN2PtSi. Source: OMol25; level of theory: wB97M-V/def2-TZVPD.

Positions of all 55 atoms, in Å:
Pt 0.25 0.33 -1.65
Br 2.81 0.33 -2.96
C 2.58 2.19 -3.41
Br 0.77 2.78 -3.08
H 2.80 2.31 -4.47
H 3.25 2.78 -2.80
I -4.96 -1.31 -4.67
C -3.05 -1.40 -3.87
C -2.30 -2.52 -3.60
N -1.13 -2.10 -3.08
N -1.07 -0.75 -3.04
C -2.24 -0.32 -3.50
H -2.53 -3.57 -3.73
H -0.34 -2.65 -2.81
H -2.46 0.73 -3.56
C 1.00 -2.51 -0.04
C 1.28 -1.45 1.04
C 2.78 -1.13 0.98
C 0.94 -2.02 2.42
Si 0.23 0.15 0.67
C 0.99 1.79 1.40
C 2.28 2.13 0.62
C 1.32 1.61 2.88
C 0.01 2.94 1.21
C -1.69 -0.05 1.01
C -1.98 0.13 2.50
C -2.16 -1.44 0.56
C -2.48 0.99 0.20
H 1.65 -3.38 0.13
H 1.24 -2.11 -1.04
H -0.03 -2.86 -0.03
H 3.35 -2.06 1.11
H 3.09 -0.45 1.77
H 3.06 -0.71 0.02
H 1.58 -2.88 2.63
H -0.10 -2.35 2.48
H 1.11 -1.29 3.21
H 3.06 1.39 0.74
H 2.67 3.09 0.98
H 2.06 2.24 -0.45
H 2.08 0.85 3.04
H 0.44 1.35 3.47
H 1.71 2.56 3.28
H -0.28 3.05 0.16
H 0.49 3.88 1.51
H -0.89 2.83 1.81
H -1.43 -0.59 3.11
H -3.05 -0.04 2.68
H -1.74 1.13 2.85
H -1.71 -2.24 1.15
H -1.94 -1.61 -0.50
H -3.25 -1.51 0.68
H -2.29 2.01 0.52
H -3.55 0.81 0.32
H -2.25 0.92 -0.87

Lowest unoccupied orbital energy (eV): -4.777
Total energy (eV): -179394.3262
Frontier orbital gap (eV): 6.94
HOMO (eV): -11.71
Net charge: +1

Mulliken atomic charge list, values in e, 2 entries:
1 Pt 0.0629
2 Br -0.0585


Record 4
A cluster of 9 separate species, C55H59F8N2O2PSSi in total in a non-equilibrium geometry. Source: OMol25; level of theory: wB97M-V/def2-TZVPD.

Positions of all 129 atoms, in Å:
C -1.65 1.76 -4.73
C -0.82 0.49 -4.91
N -0.32 0.32 -6.28
C 0.17 -1.09 -6.41
C -0.91 -1.98 -7.03
Si -0.23 -2.74 -8.61
O 0.70 -1.59 -9.35
C 0.73 -4.30 -8.14
N 2.03 -4.39 -8.85
P -2.06 -3.18 -9.88
S -2.37 -1.59 -11.00
C 0.82 1.16 -6.53
C 0.80 2.13 -7.66
O 1.80 1.07 -5.88
H -2.68 1.61 -5.02
H -1.65 1.98 -3.66
H -1.26 2.62 -5.26
H -1.50 -0.34 -4.74
H -0.05 0.41 -4.15
H 1.12 -1.13 -6.92
H 0.36 -1.45 -5.40
H -1.14 -2.83 -6.38
H -1.85 -1.46 -7.20
H 1.14 -1.95 -10.13
H 0.92 -4.25 -7.07
H 0.11 -5.17 -8.37
H 2.69 -4.91 -8.28
H 2.44 -3.46 -8.93
H -3.14 -3.34 -8.97
H -1.94 -4.37 -10.62
H 1.73 2.06 -8.19
H 0.01 1.91 -8.38
H 0.72 3.14 -7.29
F -4.01 -0.22 -3.08
C -3.55 -0.51 -1.85
C -3.30 -1.83 -1.52
C -2.82 -2.12 -0.26
C -2.59 -1.10 0.66
C -2.85 0.21 0.31
C -3.32 0.52 -0.96
H -3.49 -2.61 -2.25
H -2.62 -3.15 0.02
H -2.22 -1.34 1.65
H -2.68 1.01 1.02
H -3.52 1.54 -1.26
F -3.06 3.12 1.58
C -2.23 3.59 2.55
C -1.05 2.91 2.80
C -0.20 3.39 3.78
C -0.54 4.53 4.51
C -1.73 5.19 4.24
C -2.58 4.72 3.25
H -0.80 2.03 2.23
H 0.73 2.88 3.99
H 0.12 4.89 5.28
H -2.00 6.07 4.80
H -3.51 5.22 3.02
F 0.27 2.56 7.07
C 1.10 3.02 8.03
C 2.27 2.34 8.28
C 3.13 2.81 9.26
C 2.79 3.95 9.99
C 1.60 4.61 9.73
C 0.75 4.15 8.74
H 2.51 1.46 7.70
H 4.06 2.30 9.46
H 3.46 4.31 10.76
H 1.34 5.49 10.30
H -0.18 4.66 8.51
F -4.29 -3.58 3.42
C -5.34 -2.74 3.56
C -6.34 -3.06 4.46
C -7.41 -2.20 4.61
C -7.48 -1.03 3.86
C -6.47 -0.73 2.95
C -5.39 -1.59 2.80
H -6.27 -3.98 5.04
H -8.20 -2.43 5.32
H -8.32 -0.36 3.97
H -6.52 0.17 2.36
H -4.59 -1.37 2.11
F 3.90 -1.73 -7.23
C 4.78 -1.30 -6.29
C 5.97 -1.99 -6.13
C 6.87 -1.55 -5.18
C 6.58 -0.44 -4.39
C 5.37 0.23 -4.57
C 4.47 -0.20 -5.53
H 6.18 -2.86 -6.75
H 7.81 -2.07 -5.04
H 7.28 -0.11 -3.65
H 5.14 1.09 -3.96
H 3.52 0.32 -5.69
F -11.15 -1.84 5.67
C -10.70 -0.93 6.56
C -10.28 0.30 6.11
C -9.82 1.23 7.02
C -9.78 0.92 8.37
C -10.20 -0.32 8.81
C -10.67 -1.26 7.90
H -10.31 0.52 5.05
H -9.49 2.20 6.68
H -9.41 1.65 9.09
H -10.17 -0.57 9.87
H -11.02 -2.23 8.23
F 3.65 0.63 5.72
C 3.25 -0.66 5.81
C 1.96 -0.94 6.21
C 1.55 -2.26 6.30
C 2.44 -3.28 5.99
C 3.73 -2.98 5.60
C 4.14 -1.66 5.50
H 1.28 -0.13 6.45
H 0.54 -2.49 6.60
H 2.12 -4.31 6.07
H 4.43 -3.78 5.36
H 5.15 -1.41 5.18
F 8.90 0.33 -2.16
C 10.01 0.65 -2.85
C 9.90 1.43 -3.98
C 11.05 1.76 -4.68
C 12.29 1.29 -4.25
C 12.38 0.50 -3.11
C 11.23 0.18 -2.40
H 8.93 1.77 -4.31
H 10.99 2.37 -5.57
H 13.19 1.55 -4.80
H 13.34 0.14 -2.78
H 11.28 -0.43 -1.51

Lowest unoccupied orbital energy (eV): 0.515
Total energy (eV): -114809.1414
Frontier orbital gap (eV): 8.55
SMILES: CCN(CC[Si@@](O)(CN)[PH2]=S)C(C)=O.Fc1ccccc1.Fc1ccccc1.Fc1ccccc1.Fc1ccccc1.Fc1ccccc1.Fc1ccccc1.Fc1ccccc1.Fc1ccccc1
HOMO (eV): -8.04
Net charge: 0

Mulliken atomic charge list, values in e, 2 entries:
1 C -1.1159
2 C -0.5462